## A
Here is a 4-piece molecular cluster, C2H11NO5 overall from OMol25. Energies are from wB97M-V/def2-TZVPD.

```
! wB97M-V def2-TZVPD RIJCOSX def2/J DEFGRID3
* xyz 0 1
C 0.9091 -0.4118 -1.4060
O 0.0486 -2.0458 0.6927
C -0.7783 -1.5600 -0.0546
H -0.1890 1.2854 2.2511
H -1.7872 -1.9593 -0.1094
H -3.0350 3.4529 1.3530
H 0.3751 2.7246 2.3617
N -0.4300 -0.4966 -0.8488
H 1.4536 -1.3543 -1.3999
O -0.4320 2.2042 2.3740
O -3.0778 4.0916 0.6336
O 2.8924 -2.6215 0.7801
H 0.5589 -0.5396 -3.3627
H -2.4927 3.7066 -0.0086
H -1.2043 -0.1442 -1.3929
H 1.4777 0.3394 -0.8521
H 2.0048 -2.4548 1.1046
O 0.8594 0.1220 -2.7098
H 2.9170 -3.5252 0.4493
*
```

Calculated values
**Structure (SMILES)**: O=CNCO.O.O.O
**HOMO-LUMO gap**: 10.81 eV

=====

## B
Here is a 4-piece molecular cluster, C2H11NO5 overall from OMol25. Energies are from wB97M-V/def2-TZVPD.

```
! wB97M-V def2-TZVPD RIJCOSX def2/J DEFGRID3
* xyz 0 1
H -1.8656 -1.9383 0.6707
N -0.6346 -1.1560 -0.7813
H -0.6599 2.1545 0.2476
H 0.8246 0.2477 -0.2951
H -0.4141 0.3912 -2.8327
H -0.1804 1.5525 2.4299
H 1.9250 -1.3101 1.0511
O -0.0188 0.7504 -2.0328
O 0.3973 1.7483 1.6726
O 2.1142 -1.9935 0.3947
H 2.5875 -2.6661 0.8965
H -1.0067 -1.8126 -1.4485
O -1.3702 2.5299 -0.3077
H 0.7575 2.6187 1.8896
C -0.9654 -1.3200 0.5276
O -0.3845 -0.8472 1.4796
H -1.3709 1.8982 -1.0436
C 0.4490 -0.2771 -1.1587
H 1.2357 -0.8405 -1.6510
*
```

Calculated values
**Structure (SMILES)**: O=CNCO.O.O.O
**HOMO-LUMO gap**: 10.62 eV

=====

What should be chosen as the most stable of them? Choose B.

=====

## A
Here is C2H3AuLiO2 as an isolated structure from OMol25. Energies are from wB97M-V/def2-TZVPD.

```
! wB97M-V def2-TZVPD RIJCOSX def2/J DEFGRID3
* xyz 1 3
C -0.0518 -0.1081 -0.7223
Au -0.8936 -0.5063 1.8254
H 0.0971 -0.8035 -1.5790
C 0.9172 -0.5504 0.3287
O -1.3215 -0.2261 -0.1782
Li -2.8256 0.5079 -0.7102
H 1.9937 0.5169 1.5885
H 0.1999 0.9044 -1.1084
O 1.8847 0.2651 0.5556
*
```

Calculated values
**<S²>**: 2.024
**HOMO-LUMO gap (spin up / spin down)**: 6.28 / 8.05 eV

=====

## B
Here is C2H3AuLiO2 as an isolated structure from OMol25. Energies are from wB97M-V/def2-TZVPD.

```
! wB97M-V def2-TZVPD RIJCOSX def2/J DEFGRID3
* xyz 1 3
Au 0.1426 1.4277 -0.7758
H -0.9355 -0.5912 1.8910
Li -0.6842 -0.9992 -1.0904
C -0.4639 -0.2180 0.9771
H 1.4461 -1.1981 1.1890
O 1.2724 -0.0375 -0.5678
C 0.8081 -0.5240 0.6081
H -0.3730 1.6966 -2.2863
O -1.2126 0.4437 0.0550
*
```

Calculated values
**<S²>**: 2.008
**HOMO-LUMO gap (spin up / spin down)**: 9.11 / 6.59 eV

=====

What should be chosen as the most stable of them? Choose A.

=====

## A
Here is C8H5N2NiO5 as an isolated structure from OMol25. Energies are from wB97M-V/def2-TZVPD.

```
! wB97M-V def2-TZVPD RIJCOSX def2/J DEFGRID3
* xyz 1 3
O -1.6494 -1.4251 -2.2394
C -1.1970 0.3436 -0.6180
C -0.8534 -0.6787 -1.7300
O -0.2957 2.8315 0.4215
H -1.1772 -2.0241 0.1835
C 0.1206 1.8877 -0.1166
O -0.0161 4.1327 -4.6014
C -0.5799 -2.2161 2.1774
C -0.8545 3.3998 -4.3715
H 0.2752 -0.4563 -2.0896
C 0.9006 -0.5406 2.0447
Ni 0.6947 0.3149 -0.7543
H 0.6170 -1.6575 3.9283
C 0.3622 -1.5056 2.9055
O 3.3682 1.4255 -0.7353
H 1.6378 0.2226 2.2476
O -2.2618 0.5450 -0.1172
N -0.5962 -1.6779 0.9412
N 0.3235 -0.6716 0.8207
C 2.4129 0.7825 -0.7465
H -1.2316 -3.0325 2.4495
*
```

Calculated values
**<S²>**: 2.021
**HOMO-LUMO gap (spin up / spin down)**: 6.54 / 7.33 eV

=====

## B
Here is C8H5N2NiO5 as an isolated structure from OMol25. Energies are from wB97M-V/def2-TZVPD.

```
! wB97M-V def2-TZVPD RIJCOSX def2/J DEFGRID3
* xyz 1 3
O 1.9724 0.7078 -1.9054
O -0.8608 -3.7568 -2.8649
C 1.1453 -0.1296 -1.6165
N 1.1708 1.1496 0.7793
C -0.9841 -2.0151 0.4779
H -1.9348 0.7389 1.3583
O -1.4295 -2.3086 1.5070
H 2.0561 0.9703 0.3042
C -0.9166 1.1009 1.3355
Ni -0.4217 -0.9817 -0.9132
O 2.3594 -1.4687 0.1029
N -0.0119 0.5514 0.5149
C -0.4316 -3.0456 -2.0780
C 1.0410 2.1389 1.6938
H 1.8956 2.7335 1.9854
O -2.8629 0.6587 -1.5969
C -0.2990 2.1200 2.0735
C 1.3275 -1.1346 -0.3535
H 0.1977 -0.5041 -2.2684
H -0.7738 2.7572 2.7835
C -2.2391 -0.2822 -1.3194
*
```

Calculated values
**<S²>**: 2.019
**HOMO-LUMO gap (spin up / spin down)**: 7.06 / 7.64 eV

=====

What should be chosen as the most stable of them? Choose B.

=====

## A
Here is C11H42O10 as an isolated structure from OMol25. Energies are from wB97M-V/def2-TZVPD.

```
! wB97M-V def2-TZVPD RIJCOSX def2/J DEFGRID3
* xyz 0 1
C -0.5613 1.8776 -3.4156
H 0.5143 -1.2121 0.4313
C 0.2584 -1.3113 -2.3033
H 3.5639 3.6510 -0.3892
H 1.5395 -1.6373 2.5106
H -1.6194 2.0547 -3.2233
H 1.0895 -3.3706 -2.3296
C -2.1814 -1.7108 -0.1163
H -0.9780 0.6942 2.1074
H 2.9972 -2.6897 0.6874
H 1.5340 3.5404 -1.4583
H -4.0447 0.9408 -0.3014
H 0.0933 -1.9910 1.6339
O -0.7923 -0.1805 1.7579
C 0.2513 -2.7747 -2.6908
H 1.9310 -1.5698 -0.0183
H 1.3084 -1.0250 -2.3629
H -1.1249 -0.6523 2.4873
H -0.7155 1.5913 3.0212
H -2.1394 -2.5275 -0.8370
H -1.1553 -1.5389 0.2089
O 3.2646 2.7634 -0.5992
C -0.1328 0.7299 -0.4742
H -2.7215 0.1897 0.2876
H -0.6344 1.4134 -4.3991
H -0.1803 0.2244 -2.4722
O 1.1541 -3.6196 2.4045
C 2.8785 1.6899 1.5221
O 2.5463 0.7680 2.4755
H 1.1463 0.1444 1.3221
H -1.7961 -1.9902 2.7141
H -4.5752 1.3473 1.2811
H -1.2249 2.5007 1.9233
H -0.2352 -1.1557 -1.3440
H 3.1122 0.9431 3.2310
O -1.4955 -1.2065 3.1742
H -1.2761 -0.7431 -3.5094
O -2.8337 -0.4828 -0.3882
H -3.3972 2.4133 0.5326
H -0.6412 -3.3329 -2.4077
H 1.9853 -3.6089 2.8846
O -2.7117 0.5391 1.2924
H 3.6304 1.2416 0.8726
C 1.9325 -2.4949 0.5581
H -0.5537 1.7023 -0.2184
O -1.4039 1.6683 2.3607
O 0.1235 1.1350 -2.4578
H 1.6141 -3.2875 -0.1189
H -2.6152 -2.1137 0.7989
C 1.0997 -2.3628 1.8263
H 0.5230 -2.8169 -3.7455
H -0.1330 2.8396 -3.6968
H 1.3216 2.8198 0.1208
H 1.9575 1.8534 0.9626
C 1.8254 2.6932 -0.8374
H -2.3075 1.0775 1.9768
C -3.6957 1.3703 0.6376
O -0.4565 -0.3770 -3.1692
H 1.4791 1.7450 -1.2485
H 3.3159 2.6117 1.9056
H -0.7425 0.1771 -1.1888
H 0.8040 1.0300 -0.9437
C 0.2811 -0.1974 0.7540
*
```

Calculated values
**HOMO-LUMO gap**: 7.29 eV

=====

## B
Here is C11H42O10 as an isolated structure from OMol25. Energies are from wB97M-V/def2-TZVPD.

```
! wB97M-V def2-TZVPD RIJCOSX def2/J DEFGRID3
* xyz 0 1
H -0.3608 -1.2170 -0.9278
H 3.1874 2.0029 2.0577
C -0.2289 0.8967 3.2306
H 0.3077 -1.5571 -2.8341
H -1.3513 0.6095 -0.2469
O 1.3246 2.1603 1.1266
H 0.4423 -3.5378 -0.2141
H -3.6128 -0.0606 0.6386
O 0.3118 2.1444 2.8704
C 3.4054 -0.7198 0.6860
H -4.2332 1.0873 1.6880
O -0.6364 -3.4338 -1.9327
H -3.3501 -0.2718 -2.0291
C 0.1955 0.2373 0.2134
H 1.7199 1.7587 0.0754
O -1.8125 1.3950 -0.5502
C 2.0196 2.2855 -1.7712
H 2.4640 3.5350 2.3131
H 1.1239 -0.2471 0.5160
H -3.1902 -2.8507 0.5971
O 2.1454 1.3719 -0.6933
H 3.7879 0.2102 1.1066
H 0.4745 1.0039 -0.5096
O 0.2881 -1.7084 -1.8863
H 2.4649 3.2296 -1.4573
C -2.4844 -0.0521 -2.6539
O -2.4056 1.3284 -2.6264
H -1.9714 1.8834 1.4344
H 5.1709 -1.4010 0.2143
C -2.5627 1.8579 0.5190
H -4.6478 1.1839 -0.0118
C -3.8246 1.0078 0.6806
H 0.7638 2.0364 1.8958
C 1.6344 -1.6222 -1.3049
H 0.3890 0.0693 2.8819
O 4.3899 -1.6622 0.7076
H -1.5446 -0.4597 -2.2816
H 0.9758 2.5062 -1.9943
H 3.0785 3.0623 0.7290
H -0.0605 0.7900 1.1173
H -0.2949 0.7515 4.3089
H -1.6962 -2.5299 -0.4537
H 2.5338 2.0215 -2.6954
H 2.3904 -2.1312 -1.9027
C -2.4585 -2.1367 0.2189
H 2.9733 -0.4697 -0.2830
H 0.9063 -4.8737 -1.4850
H -2.5644 -0.3239 -3.7065
H -3.1404 -1.5122 -0.3582
H -0.5465 -4.9479 -0.5722
O -1.9006 -1.4871 1.4343
O -0.7083 -0.7748 -0.1498
H 2.5085 -1.0168 1.2296
H -2.8014 2.9065 0.3413
H -0.3045 -2.5358 -2.0040
C 0.1638 -4.2402 -0.9997
H -1.2137 -0.8995 1.1111
H -2.4575 1.5500 -1.6937
H 1.7271 -2.0080 -0.2896
C 2.5092 2.7184 1.5926
H 1.9115 -0.5774 -1.1648
H -0.1244 2.8079 3.4100
H -1.2002 0.8566 2.7375
*
```

Calculated values
**HOMO-LUMO gap**: 8.58 eV

=====

What should be chosen as the most stable of them? Choose B.